1.
A molecular structure, C38H42Cl3N4O2SbSe5Ti, computed with ωB97M-V with the def2-TZVPD basis set.

The LUMO energy comes out at 3.6 eV. The net charge is -2. Its HOMO-LUMO gap is 5.0 eV. The calculation puts the energy relative to the best compared isomer or geometry (same formula, charge and spin) at 89.3 kcal/mol. For the energy, the calculation gives -16320.37176 Eh. Its HOMO energy is -1.379 eV.

Each line ends with the Mulliken charge.
CARTESIAN COORDINATES (ANGSTROEM)
Ti -0.23234 0.66437 2.24997  -0.01
Cl -6.15708 -2.92952 0.59935  -0.30
C -4.91381 -1.72915 0.87059  0.38
C -3.66353 -2.12466 1.30383  -1.02
C -2.70070 -1.16370 1.53264  1.09
Cl -1.10770 -1.66033 2.04118  -0.31
C -2.92768 0.22478 1.38343  -0.41
O -2.06341 1.14029 1.67406  -0.08
C -4.22233 0.54994 0.91481  0.36
Cl -4.58601 2.23498 0.67878  -0.24
C -5.20156 -0.39089 0.66503  -0.76
H -3.43531 -3.16925 1.46559  0.46
H -6.18039 -0.08545 0.32282  0.44
Se 4.83170 -0.52796 5.11605  -0.73
Sb 3.72809 1.66343 4.86971  0.22
Se 1.52045 1.95745 3.49235  0.03
Se -0.07042 2.95707 2.21399  -0.44
Se 5.58966 2.87435 3.84463  -0.74
C 5.59179 -0.69405 1.41743  -1.28
C 4.19324 -1.16158 1.19915  0.78
C 3.63793 -2.21793 0.49666  -1.63
C 2.25336 -2.16059 0.75204  0.73
N 1.97255 -1.12911 1.54507  0.04
N 3.16022 -0.55677 1.79666  0.85
C 1.21881 -3.12617 0.26918  -1.45
H 6.27605 -1.20032 0.73567  0.38
H 5.87864 -0.89321 2.45370  0.14
H 5.67626 0.38743 1.29425  0.24
H 4.15730 -2.94910 -0.10482  0.46
H 3.19892 0.25904 2.39353  -0.57
H 1.66808 -3.81412 -0.44961  0.39
H 0.37670 -2.62278 -0.20766  0.06
H 0.82266 -3.71775 1.09660  0.31
C 0.66383 -2.26380 7.12475  -0.52
C 1.27762 -2.10844 5.86393  -1.20
C 0.72315 -1.26726 4.94006  -0.26
C -0.43250 -0.49298 5.21947  0.31
C -0.92994 0.46975 4.26804  0.86
C -1.94163 1.28912 4.71501  -0.77
C -2.54446 1.15057 5.99144  -1.10
C -2.11502 0.19288 6.86003  -0.94
C -1.01889 -0.63431 6.50777  1.33
C -0.46589 -1.55957 7.42972  -0.89
H 1.11338 -2.92891 7.85525  0.37
H 2.21702 -2.59961 5.64857  0.38
H 1.20602 -1.15562 3.97706  0.88
H -2.30837 2.09232 4.08849  0.37
H -3.34520 1.82648 6.27331  0.39
H -2.57086 0.07668 7.83921  0.31
H -0.94026 -1.66079 8.40186  0.33
C 0.66273 -3.49752 -4.10522  -1.11
C 0.94764 -2.15550 -4.77538  -0.07
C 1.94482 -1.29679 -3.99930  -0.97
C 1.41385 -0.80925 -2.65322  -0.06
N 0.44042 0.25801 -2.80108  1.85
C -0.87635 0.17745 -2.45422  -1.66
Se -1.77187 -1.29857 -1.88111  -0.08
N -1.42507 1.40160 -2.67885  1.34
C -2.84222 1.70266 -2.55387  -0.41
C -3.65671 1.23914 -3.75727  -0.46
C -3.24148 1.86619 -5.09571  -0.55
C -2.17308 1.06809 -5.84578  -0.87
C -0.44004 2.28487 -3.09768  0.55
C -0.47143 3.64008 -3.38019  -1.02
C 0.72727 4.24853 -3.73349  -0.87
C 1.91391 3.51988 -3.80249  -0.90
C 1.94210 2.16032 -3.52005  -0.67
C 0.74608 1.55644 -3.16934  0.62
H 0.09821 -4.14825 -4.77676  0.40
H 0.06942 -3.36318 -3.19942  0.14
H 1.59474 -4.00708 -3.84140  0.30
H 0.00832 -1.60657 -4.90045  -0.06
H 1.35455 -2.32640 -5.77672  0.44
H 2.22474 -0.43110 -4.60618  0.31
H 2.85363 -1.87656 -3.81032  0.56
H 2.23247 -0.45437 -2.02280  0.03
H 0.92224 -1.61761 -2.11700  -0.57
H -2.94318 2.77817 -2.41047  0.71
H -3.21130 1.20206 -1.66076  -0.71
H -4.70013 1.48316 -3.54131  0.48
H -3.58076 0.15142 -3.82064  0.17
H -2.88148 2.88729 -4.93228  0.22
H -4.12532 1.93970 -5.73498  0.48
H -1.21835 1.06744 -5.31735  -0.03
H -2.00278 1.49606 -6.83701  0.43
H -2.49149 0.03121 -5.97723  0.33
H -1.38673 4.21295 -3.31560  0.44
H 0.74083 5.31013 -3.94476  0.40
H 2.83605 4.02137 -4.06795  0.39
H 2.87081 1.60517 -3.54251  0.47
C 2.05423 1.95861 0.06853  -1.03
C 0.92923 1.20672 0.70481  0.63
O 0.01379 0.70368 0.03364  0.47
H 2.72179 1.23762 -0.41607  0.03
H 2.62564 2.50429 0.81629  0.49
H 1.67209 2.65318 -0.67971  0.23


2.
2 unconnected molecules or ions with the total composition C38H42N2OSi, computed with ωB97M-V with the def2-TZVPD basis set.

The LUMO energy comes out at -2.5 eV. Its HOMO-LUMO gap is 1.6 eV. For the energy, the calculation gives -1947.38539 Eh. Its HOMO energy is -4.023 eV.

Each line ends with the Mulliken charge.
CARTESIAN COORDINATES (ANGSTROEM)
C 3.62386 3.48128 3.23787  -1.11
Si 3.26681 1.83636 4.03937  0.44
C 4.72028 0.66951 3.90669  -1.15
C 2.78024 2.08856 5.81946  -0.89
O 2.03562 1.14200 3.14412  -0.27
C 0.64748 0.91707 3.36255  1.83
C 0.46210 -0.26244 4.33514  0.40
C 1.52102 -1.15454 4.47425  -0.45
C 1.44001 -2.20734 5.38541  -1.16
C 0.27194 -2.40112 6.11235  -0.79
C -0.82577 -1.56712 5.90757  -1.15
C -0.73477 -0.49256 5.01455  -0.13
C 0.02029 2.24481 3.79028  0.21
C -0.47609 2.47038 5.07302  -0.27
C -1.04031 3.71344 5.38755  -1.17
C -0.98964 4.75621 4.46771  -0.64
C -0.38550 4.56048 3.22556  -0.96
C 0.13108 3.30730 2.89111  -0.46
C 0.06421 0.46016 1.98569  -1.24
C 0.71449 -0.82803 1.45623  -0.93
C -0.27937 -1.96603 1.69198  -0.95
C -1.65020 -1.30618 1.87895  -0.96
N -1.37337 0.12316 2.06110  0.31
C -2.32261 1.02847 2.26413  0.56
C -3.68393 0.74906 2.50389  -1.38
C -4.49155 -0.14588 1.84506  -0.12
C -5.80643 -0.44880 2.34525  0.76
C -6.76872 -1.12677 1.55031  -0.46
C -8.06833 -1.32716 2.01838  -0.61
C -8.44746 -0.87555 3.29094  -0.31
C -7.50187 -0.23521 4.10327  -0.75
C -6.19895 -0.05115 3.64921  -0.27
H 4.37444 4.02866 3.82644  0.38
H 4.01553 3.33985 2.22109  0.31
H 2.72005 4.10132 3.16976  0.29
H 5.59477 1.12084 4.39788  0.39
H 4.52010 -0.29578 4.39271  0.31
H 4.98291 0.47428 2.85733  0.34
H 3.69909 2.26236 6.40208  0.53
H 2.12827 2.96492 5.93110  0.24
H 2.26341 1.21602 6.23968  0.23
H 2.42389 -1.01122 3.88484  0.36
H 2.30137 -2.85746 5.50673  0.49
H 0.21312 -3.21013 6.83878  0.43
H -1.76006 -1.73234 6.43835  0.46
H -1.58138 0.18424 4.87561  0.66
H -0.41824 1.70027 5.83951  0.69
H -1.49188 3.85686 6.36895  0.47
H -1.41795 5.72844 4.71379  0.42
H -0.29409 5.37695 2.50945  0.46
H 0.63491 3.14979 1.93655  0.56
H 0.19615 1.27568 1.25996  1.01
H 0.87525 -0.69010 0.37807  0.60
H 1.69570 -1.00504 1.89014  0.18
H -0.29215 -2.68453 0.86776  0.64
H -0.02583 -2.52851 2.59875  0.20
H -2.29462 -1.44930 0.99865  0.65
H -2.19089 -1.71843 2.74704  0.32
H -2.02146 2.07695 2.30140  0.50
H -4.11805 1.41503 3.25632  0.57
H -4.20509 -0.58798 0.89155  0.57
H -6.47453 -1.47599 0.56347  0.42
H -8.80173 -1.82873 1.38727  0.38
H -9.47340 -0.99854 3.64439  0.37
H -7.77444 0.13082 5.09232  0.37
H -5.46170 0.40948 4.30564  0.26
C -0.26141 -2.40986 -2.62454  -0.76
C -1.54843 -2.90547 -3.17238  0.43
C -2.14995 -3.99533 -2.51886  0.13
N -2.66140 -4.90881 -1.97557  -0.76
C -2.06349 -2.52116 -4.43372  0.98
C -1.46243 -1.48976 -5.23524  -0.48
C -1.99649 -1.12938 -6.46757  -0.55
C -3.12479 -1.78959 -6.97653  -0.53
C -3.67997 -2.85616 -6.25841  -0.46
C -3.16256 -3.21478 -5.01679  -0.61
H 0.14707 -1.58287 -3.20563  0.32
H -0.37875 -2.08231 -1.57972  -0.31
H 0.46995 -3.23691 -2.63647  0.24
H -0.57799 -0.97338 -4.86058  0.08
H -1.52384 -0.33018 -7.03824  0.34
H -3.52944 -1.50548 -7.94738  0.32
H -4.52012 -3.41126 -6.67182  0.34
H -3.61308 -4.05121 -4.47484  0.29


Which of these has the highest energy?
C38H42N2OSi


What is the formula in the second record?
C38H42N2OSi


Which of these has the lowest energy?
C38H42Cl3N4O2SbSe5Ti